[1]
C25H16AsAuF16N3O4 | the ωB97M-V functional and the def2-TZVPD basis

As for the highest occupied orbital energy (alpha / beta): -7.609 / -8.919 eV. The multiplicity is 4. The total energy is -5396.72609 a.u.

Positions of all 66 atoms, in Å:
Au (0.01, 0.42, -0.89)
C (2.72, 1.88, 0.70)
N (1.41, 2.15, 0.14)
C (1.49, 2.91, -1.11)
C (2.05, 2.07, -2.26)
N (1.17, 0.99, -2.58)
C (1.38, 0.16, -3.59)
C (0.49, -0.93, -3.80)
F (-0.49, -1.16, -2.90)
C (0.57, -1.79, -4.87)
F (-0.32, -2.77, -5.01)
C (1.59, -1.64, -5.81)
F (1.68, -2.46, -6.85)
C (2.52, -0.61, -5.64)
F (3.49, -0.45, -6.53)
C (2.43, 0.24, -4.55)
F (3.36, 1.20, -4.45)
C (0.51, 2.77, 1.11)
C (0.06, 1.86, 2.25)
N (-0.55, -0.26, 1.16)
C (-1.18, -1.52, 1.08)
C (-2.53, -1.75, 0.82)
F (-3.41, -0.74, 0.74)
C (-3.03, -3.03, 0.63)
F (-4.33, -3.19, 0.40)
C (-2.19, -4.14, 0.66)
F (-2.68, -5.35, 0.44)
C (-0.84, -3.95, 0.96)
F (-0.02, -4.98, 1.05)
C (-0.36, -2.66, 1.17)
F (0.92, -2.49, 1.50)
H (3.15, 2.79, 1.13)
H (3.40, 1.50, -0.05)
H (2.65, 1.13, 1.48)
H (2.10, 3.82, -1.00)
H (0.47, 3.20, -1.38)
H (3.04, 1.67, -2.00)
H (2.20, 2.72, -3.14)
H (-0.37, 3.15, 0.58)
H (1.02, 3.64, 1.57)
H (-0.30, 2.52, 3.04)
H (0.91, 1.31, 2.65)
F (1.67, -1.17, -0.61)
As (3.34, -2.00, -0.89)
F (2.85, -2.13, -2.59)
F (3.93, -0.38, -1.30)
F (4.87, -2.73, -1.12)
F (3.62, -1.63, 0.78)
F (2.52, -3.47, -0.54)
O (-3.24, 2.97, -0.13)
C (-2.42, 2.09, 0.09)
O (-1.69, 1.67, -0.89)
C (-2.32, 1.52, 1.47)
C (-1.10, 0.83, 2.03)
C (-1.34, 0.18, 3.37)
C (-2.50, 0.34, 4.02)
O (-2.90, -0.16, 5.22)
C (-4.23, 0.26, 5.40)
O (-4.59, 1.13, 4.35)
C (-3.56, 1.14, 3.48)
C (-3.46, 1.71, 2.23)
H (0.41, -0.43, 1.47)
H (-0.53, -0.41, 3.78)
H (-4.34, 0.78, 6.36)
H (-4.90, -0.62, 5.38)
H (-4.27, 2.27, 1.80)

Atomic partial charges in e from the natural (NBO) method, atoms 1 to 2: Au 1.3145; C -0.4293

=====

[2]
H24HeO12 | the ωB97M-V functional and the def2-TZVPD basis

As for the highest occupied orbital energy: -10.060 eV. The total energy is -920.19070 a.u.

Positions of all 37 atoms, in Å:
He (-0.16, -0.11, -0.32)
O (0.11, -0.48, 3.83)
H (0.15, -1.22, 3.23)
H (0.96, -0.04, 3.72)
O (-2.01, -0.05, 2.28)
H (-2.17, 0.89, 2.14)
H (-1.22, -0.07, 2.82)
O (3.94, 1.66, -0.39)
H (4.46, 2.42, -0.12)
H (3.04, 1.90, -0.17)
O (1.46, 2.88, 0.63)
H (1.67, 3.60, 1.23)
H (0.86, 3.27, -0.01)
O (1.33, -2.34, -0.63)
H (1.50, -3.25, -0.88)
H (0.88, -1.97, -1.39)
O (-3.00, -1.82, 0.68)
H (-3.91, -1.81, 0.98)
H (-2.57, -1.14, 1.21)
O (-0.06, -1.31, -2.88)
H (0.12, -0.41, -3.15)
H (-0.98, -1.30, -2.61)
O (-2.68, -0.86, -1.81)
H (-2.45, 0.06, -1.66)
H (-2.79, -1.23, -0.93)
O (0.01, 1.55, -3.14)
H (0.96, 1.53, -3.26)
H (-0.14, 2.23, -2.48)
O (-2.72, 1.91, -0.93)
H (-3.00, 2.55, -1.58)
H (-2.19, 2.41, -0.31)
O (3.52, -0.83, 0.60)
H (3.76, 0.01, 0.19)
H (2.90, -1.23, -0.02)
O (0.37, -2.36, 2.00)
H (-0.53, -2.68, 2.05)
H (0.57, -2.34, 1.07)

Atomic partial charges in e from the natural (NBO) method, atoms 1 to 2: He 0.0009; O -0.9768

=====

[3]
C2H8N2O2 | the ωB97M-V functional and the def2-TZVPD basis

As for the highest occupied orbital energy: -9.237 eV. As for the structure (SMILES): CNC(N)=O.O. The total energy is -340.95366 a.u.

Positions of all 14 atoms, in Å:
C (0.01, -0.53, -2.29)
N (-0.57, -0.85, -1.02)
C (-0.66, -2.18, -0.72)
N (-1.77, -2.66, 0.06)
O (0.22, -3.01, -1.13)
H (0.79, -1.22, -2.86)
H (-0.97, -0.56, -3.01)
H (0.38, 0.50, -2.11)
H (-0.95, -0.27, -0.27)
H (-1.33, -3.12, 0.77)
H (-2.63, -2.15, 0.06)
O (2.44, 5.02, 3.90)
H (2.06, 5.94, 3.97)
H (2.99, 5.10, 4.64)

Atomic partial charges in e from the natural (NBO) method, atoms 1 to 2: C -0.4210; N -0.6681

=====

[4]
C11H25O11V | the ωB97M-V functional and the def2-TZVPD basis

The net charge is -2. As for the highest occupied orbital energy: -1.828 eV. The total energy is -2205.86863 a.u.

Positions of all 48 atoms, in Å:
O (-19.46, 15.21, 26.29)
V (-17.92, 14.85, 26.31)
O (-17.09, 15.93, 25.48)
C (-16.91, 12.34, 25.86)
O (-16.50, 13.12, 26.82)
O (-17.11, 11.12, 26.16)
O (-17.89, 12.93, 25.25)
O (-16.48, 16.64, 30.13)
C (-17.35, 15.73, 29.59)
O (-17.42, 15.69, 28.32)
O (-17.93, 14.95, 30.34)
H (-16.27, 17.21, 29.38)
C (-18.34, 18.88, 20.77)
C (-18.49, 19.36, 22.20)
C (-18.28, 18.34, 23.32)
O (-17.55, 20.42, 22.40)
H (-17.34, 18.92, 20.34)
H (-19.02, 19.36, 20.06)
H (-18.70, 17.85, 20.66)
H (-19.49, 19.80, 22.32)
H (-18.45, 18.82, 24.29)
H (-17.26, 17.95, 23.32)
H (-19.09, 17.61, 23.35)
H (-17.80, 20.87, 23.22)
C (-12.59, 14.14, 25.63)
C (-13.04, 14.50, 27.06)
C (-14.08, 15.63, 27.17)
O (-13.69, 13.33, 27.52)
H (-13.36, 13.66, 25.04)
H (-11.76, 13.43, 25.72)
H (-12.09, 15.01, 25.19)
H (-12.16, 14.74, 27.66)
H (-13.87, 16.66, 26.88)
H (-14.44, 15.64, 28.20)
H (-14.99, 15.25, 26.70)
H (-14.66, 13.44, 27.38)
C (-22.73, 14.81, 24.10)
C (-23.60, 14.07, 25.10)
C (-24.36, 12.91, 24.44)
O (-22.83, 13.66, 26.20)
H (-22.23, 15.67, 24.54)
H (-23.37, 15.25, 23.32)
H (-22.05, 14.11, 23.61)
H (-24.34, 14.80, 25.47)
H (-23.66, 12.12, 24.15)
H (-24.96, 13.13, 23.56)
H (-25.01, 12.54, 25.23)
H (-22.01, 14.12, 25.97)

Atomic partial charges in e from the Löwdin method, atoms 1 to 2: O -0.4121; V 0.9660

=====

[5]
C6H10CaO12PS | the ωB97M-V functional and the def2-TZVPD basis

The net charge is -3. As for the highest occupied orbital energy: 3.187 eV. The total energy is -2554.54917 a.u.

Positions of all 31 atoms, in Å:
Ca (-18.52, 24.94, -6.33)
P (-20.21, 25.11, -9.37)
O (-21.18, 24.99, -10.53)
O (-18.73, 24.87, -9.35)
O (-20.68, 24.04, -8.41)
O (-20.35, 26.30, -8.41)
C (-14.48, 28.31, -4.31)
C (-15.61, 27.29, -4.53)
O (-15.32, 26.15, -4.83)
O (-16.74, 27.70, -4.34)
H (-14.20, 28.20, -3.26)
H (-14.76, 29.30, -4.67)
H (-13.67, 27.98, -4.95)
C (-21.60, 23.32, -1.00)
C (-21.81, 24.24, -2.24)
O (-22.99, 24.40, -2.57)
O (-20.87, 24.61, -2.91)
H (-20.65, 22.78, -1.09)
H (-22.50, 22.74, -0.84)
H (-21.63, 23.85, -0.05)
C (-15.31, 19.60, -8.52)
C (-15.99, 18.30, -8.18)
O (-16.80, 18.48, -7.09)
S (-16.36, 19.78, -6.12)
O (-15.96, 19.22, -4.82)
O (-17.41, 20.80, -6.14)
O (-15.08, 20.13, -7.13)
H (-15.91, 20.32, -9.08)
H (-14.36, 19.38, -9.01)
H (-15.24, 17.56, -7.93)
H (-16.61, 17.83, -8.94)

Atomic partial charges in e from the natural (NBO) method, atoms 1 to 2: Ca 1.7438; P 2.4931

=====

[6]
C33H49N3O10S2SiW | the ωB97M-V functional and the def2-TZVPD basis

As for the highest occupied orbital energy (alpha / beta): -6.064 / -7.977 eV. The multiplicity is 3. The total energy is -3356.72523 a.u.

Positions of all 99 atoms, in Å:
W (0.16, 0.24, 0.09)
O (0.68, -1.68, -1.79)
C (1.14, -2.96, -1.39)
C (0.17, -3.58, -0.38)
N (-0.06, -2.68, 0.74)
C (-1.44, -2.68, 1.20)
C (-2.21, -1.63, 0.34)
O (-3.42, -1.60, 0.28)
O (-1.40, -0.85, -0.31)
C (0.98, -2.76, 1.74)
C (2.13, -1.81, 1.33)
O (3.29, -2.04, 1.57)
O (1.66, -0.76, 0.68)
H (-0.18, -1.78, -2.23)
H (2.13, -2.80, -0.94)
H (1.26, -3.62, -2.26)
H (0.56, -4.56, -0.05)
H (-0.79, -3.75, -0.89)
H (-1.49, -2.34, 2.23)
H (-1.94, -3.66, 1.13)
H (1.37, -3.79, 1.88)
H (0.61, -2.40, 2.71)
C (-2.91, 1.18, -1.76)
C (-2.89, 2.09, -0.53)
C (-4.27, 2.08, 0.11)
C (-2.46, 3.51, -0.88)
O (-1.88, 1.55, 0.38)
Si (-1.65, 1.92, 1.99)
S (-0.47, 0.26, 2.55)
O (-0.94, 3.36, 1.88)
C (-0.55, 4.42, 2.75)
C (-1.38, 4.42, 4.03)
C (-0.77, 5.71, 1.96)
C (0.93, 4.25, 3.10)
O (-3.01, 2.09, 2.85)
C (-3.75, 1.32, 3.80)
C (-3.01, 1.35, 5.14)
C (-5.11, 2.00, 3.92)
C (-3.90, -0.13, 3.34)
H (-3.53, 1.62, -2.53)
H (-3.32, 0.21, -1.49)
H (-1.90, 1.05, -2.15)
H (-5.00, 2.44, -0.61)
H (-4.30, 2.72, 0.99)
H (-4.54, 1.07, 0.40)
H (-3.04, 3.88, -1.72)
H (-1.40, 3.52, -1.13)
H (-2.61, 4.16, -0.02)
H (-2.44, 4.40, 3.78)
H (-1.16, 5.31, 4.61)
H (-1.15, 3.53, 4.61)
H (-1.83, 5.89, 1.82)
H (-0.30, 5.62, 0.98)
H (-0.33, 6.55, 2.49)
H (1.12, 3.22, 3.41)
H (1.20, 4.92, 3.90)
H (1.55, 4.46, 2.23)
H (-2.99, 2.36, 5.54)
H (-1.99, 1.01, 4.99)
H (-3.51, 0.70, 5.85)
H (-4.98, 3.05, 4.14)
H (-5.68, 1.54, 4.72)
H (-5.67, 1.90, 2.99)
H (-2.93, -0.61, 3.32)
H (-4.33, -0.18, 2.34)
H (-4.55, -0.67, 4.03)
C (-4.51, 2.96, -5.26)
O (-3.24, 2.93, -4.67)
C (-2.35, 1.97, -5.11)
C (-2.64, 1.00, -6.05)
C (-1.67, 0.09, -6.44)
C (-0.40, 0.15, -5.88)
C (-0.09, 1.12, -4.95)
C (-1.05, 2.05, -4.55)
N (-0.80, 3.11, -3.71)
C (0.39, 3.54, -3.19)
C (1.48, 2.76, -2.76)
C (2.77, 3.32, -2.87)
C (3.90, 2.61, -2.56)
C (3.80, 1.31, -2.09)
C (2.55, 0.76, -1.87)
C (1.37, 1.46, -2.15)
O (0.20, 0.96, -1.75)
H (-5.04, 3.78, -4.79)
H (-5.06, 2.03, -5.07)
H (-4.45, 3.13, -6.34)
H (-3.62, 0.95, -6.50)
H (-1.91, -0.65, -7.19)
H (0.36, -0.55, -6.19)
H (0.91, 1.18, -4.55)
H (-1.56, 3.77, -3.70)
H (0.50, 4.62, -3.18)
H (2.85, 4.33, -3.23)
H (4.88, 3.06, -2.68)
H (4.68, 0.74, -1.85)
H (2.46, -0.24, -1.44)
S (3.46, 3.49, 0.70)
C (2.21, 2.56, 0.58)
N (1.25, 1.85, 0.49)

Atomic partial charges in e from the Löwdin method, atoms 1 to 2: W 1.7423; O -0.1157